No. 1
# C2H2ClNS2

A structure of composition C2H2ClNS2 (ωB97M-V with the def2-TZVPD basis set, the Open Molecules 2025 dataset).

## Properties
LUMO level ... -0.051 Ha
Total energy ... -37786.4741 eV
Spin multiplicity ... 1
Relative energy (zero: lowest compared OMol25 entry of this formula, charge and spin) ... 102.0 kJ/mol

```
8
C2H2ClNS2, DFT ωB97M-V with the def2-TZVPD basis set
C 1.2142 0.1874 0.1109
C 0.1097 -0.5727 0.0287
N -0.4824 2.0476 0.0774
S 1.0067 1.9154 -0.0885
S -1.4810 0.0657 0.0989
Cl -2.7069 -1.7241 -0.0321
H 2.2339 -0.1744 -0.1156
H 0.1058 -1.7450 -0.0797
```

---

No. 2
# H24O12

A cluster of 12 separate species, H24O12 in total (ωB97M-V with the def2-TZVPD basis set, the Open Molecules 2025 dataset).

## Properties
LUMO level ... -0.012 Ha
Total energy ... -24956.2902 eV
Spin multiplicity ... 1
Relative energy (zero: lowest compared OMol25 entry of this formula, charge and spin) ... 521.4 kJ/mol

```
36
H24O12, DFT ωB97M-V with the def2-TZVPD basis set
O -2.0046 1.6625 2.8526
H -1.7908 2.2907 2.1494
H -2.6836 1.1255 2.1979
O 4.3288 0.9076 -0.9835
H 4.3832 0.0561 -0.5201
H 3.5494 0.6079 -1.6100
O 1.9763 3.2434 -1.2664
H 1.8636 2.8457 -2.0490
H 1.9482 2.7686 -0.4443
O 1.0314 -1.2229 -4.4916
H 1.5502 -1.5569 -3.7581
H 0.1881 -0.7562 -4.2975
O 2.8705 0.0244 3.5533
H 3.7537 0.3188 3.2866
H 2.2366 0.0956 2.9045
O -1.9625 -0.8997 1.6363
H -1.8143 -1.8250 1.3763
H -1.9412 -0.9359 2.6111
O 3.1585 -2.3239 -0.2123
H 2.1798 -2.0587 -0.1779
H 3.2192 -2.3957 0.6842
O -3.4732 2.7424 0.1210
H -3.8527 3.5248 -0.0293
H -4.0564 2.1059 0.5534
O 0.1873 -0.8898 -0.3944
H 0.6058 -0.9044 0.4238
H -0.4461 -0.2764 -0.7820
O 1.3948 -1.6092 1.8057
H 1.1622 -2.4981 2.1331
H 1.3114 -1.1281 2.6194
O -4.1810 -0.2555 0.3399
H -3.9058 -1.2149 0.0932
H -4.6872 0.2259 -0.2408
O -1.8850 -1.0321 -3.3455
H -2.7072 -0.6568 -3.7224
H -1.5074 -0.1056 -3.0167
```

---

No. 3
# C35H41Cl2F3KN3O2Sb

A structure of composition C35H41Cl2F3KN3O2Sb (ωB97M-V with the def2-TZVPD basis set, the Open Molecules 2025 dataset).

## Properties
LUMO level ... -0.095 Ha
Total energy ... -101579.0882 eV
Spin multiplicity ... 1
Net charge ... +1
Relative energy (zero: lowest compared OMol25 entry of this formula, charge and spin) ... 213.3 kJ/mol

```
88
C35H41Cl2F3KN3O2Sb, DFT ωB97M-V with the def2-TZVPD basis set
K -3.8700 3.6703 -1.5490
C -1.4625 3.4568 1.4328
C -2.8549 4.0816 1.5535
C -3.9889 3.2911 1.7946
C -5.2251 3.9363 2.0096
C -6.4089 3.2783 2.5515
C -5.3276 5.2850 1.7646
C -4.2512 6.0433 1.3535
C -4.4171 7.5054 1.0636
C -2.9887 5.4731 1.2650
H -0.8943 3.6443 2.3854
H -0.8607 4.0230 0.7005
H -1.4180 2.3644 1.2707
H -3.8438 2.2919 2.1312
H -6.3056 2.1687 2.6540
H -7.2916 3.5738 1.9162
H -6.5787 3.7064 3.5864
H -6.2787 5.8308 2.0027
H -3.5943 7.7207 0.3628
H -4.2920 8.0320 2.0420
H -5.4200 7.7403 0.6265
H -2.0745 5.9512 0.9207
N 0.0483 3.0409 -3.2885
C -0.5750 1.7273 -2.9150
C 0.3510 0.5508 -2.9884
C -0.2965 -0.6875 -2.3878
N -0.3942 -0.5894 -0.9109
C -1.7160 -1.1055 -3.0334
C -2.6007 0.2125 -3.2212
N -3.2935 0.5215 -1.9623
C -1.8315 1.4518 -3.7888
H 0.9480 3.1893 -2.8171
H -0.5560 3.7924 -2.8805
H 0.0813 3.2392 -4.2572
H -0.9723 1.8748 -1.8939
H 1.3270 0.6248 -2.4850
H 0.4573 0.3374 -4.0455
H 0.3031 -1.5429 -2.6872
H 0.2210 -1.2540 -0.4231
H -0.1286 0.3202 -0.5291
H -2.2547 -1.8186 -2.3904
H -1.3673 -1.5567 -3.9842
H -3.3409 0.0566 -3.9880
H -2.6294 0.0660 -1.2072
H -4.1287 -0.0940 -1.9458
H -2.6081 2.2729 -3.7640
H -1.6536 1.1594 -4.8159
F 5.3730 -8.6082 -2.3713
C 4.9874 -7.5354 -1.5860
C 5.6505 -6.3363 -1.6853
C 4.9698 -5.2405 -1.0934
C 3.7808 -5.3929 -0.4052
C 3.3458 -6.7175 -0.1766
C 3.9123 -7.8215 -0.7292
Sb 2.7660 -3.6171 0.3354
C 1.5735 -4.5990 1.8960
C 2.0813 -4.8811 3.2100
C 1.2221 -5.5611 4.1068
C -0.0010 -6.1164 3.6541
F -0.6789 -7.0484 4.3069
C -0.5093 -5.6696 2.3997
C 0.2552 -4.9075 1.5241
C 4.4317 -3.0768 1.6308
C 4.2768 -1.8213 2.2292
C 5.3656 -1.1000 2.7206
C 6.5931 -1.6984 2.7047
F 7.6689 -0.9013 2.7223
C 6.7416 -3.0204 2.2610
C 5.6495 -3.7029 1.7173
H 6.5895 -6.3265 -2.2959
H 5.5610 -4.3505 -1.0968
H 2.4617 -6.7658 0.4904
H 3.5405 -8.8190 -0.7442
H 3.0757 -4.5029 3.4688
H 1.5486 -5.5983 5.1362
H -1.5051 -6.1063 2.1520
H -0.1283 -4.7650 0.4636
H 3.2307 -1.4181 2.2129
H 5.3545 -0.0476 3.0622
H 7.6707 -3.4690 2.3680
H 5.7995 -4.7554 1.4055
Cl 0.6817 6.2953 -0.1258
C -0.4936 6.5840 -1.5607
Cl 0.4285 6.5090 -3.0802
C -1.7318 5.6760 -1.6525
O -1.5610 4.4137 -1.6443
O -2.8129 6.2911 -1.6892
H -0.9084 7.6715 -1.4701
```

---

No. 4
# C26H36N2O5PdSSi

A structure of composition C26H36N2O5PdSSi (ωB97M-V with the def2-TZVPD basis set, the Open Molecules 2025 dataset).

## Properties
LUMO level (alpha / beta) ... -0.064 / -0.188 Ha
Total energy ... -62945.0314 eV
Spin multiplicity ... 6
Net charge ... +1
Relative energy (zero: lowest compared OMol25 entry of this formula, charge and spin) ... 35.1 kJ/mol

```
72
C26H36N2O5PdSSi, DFT ωB97M-V with the def2-TZVPD basis set
Pd -0.3616 -1.9621 -0.2930
C -2.0625 -3.1323 -2.8484
O -1.7877 -3.3329 -1.4622
C -1.4051 -4.6660 -1.1069
C 0.0463 -4.9147 -1.4470
O 0.8248 -3.8833 -0.8370
C 2.1205 -3.7126 -1.4236
C 2.5032 -2.2626 -1.2426
O 1.4945 -1.4264 -1.7971
C 1.6086 -1.1917 -3.1940
H -2.8591 -3.8056 -3.1690
H -1.1733 -3.2929 -3.4633
H -2.3894 -2.1005 -2.9548
H -2.0451 -5.3883 -1.6185
H -1.5629 -4.7432 -0.0320
H 0.1996 -4.8813 -2.5303
H 0.3630 -5.8958 -1.0845
H 2.0506 -3.9503 -2.4897
H 2.8430 -4.3899 -0.9631
H 3.4785 -2.0613 -1.6934
H 2.5484 -2.0118 -0.1829
H 2.5862 -0.7645 -3.4261
H 0.8321 -0.4789 -3.4599
H 1.4661 -2.1081 -3.7753
C -2.1645 3.0344 -2.0449
Si -2.3434 1.2377 -2.5320
C -4.1396 0.7204 -2.5599
C -1.5394 0.9472 -4.1991
C -1.4617 0.2332 -1.2272
H -2.7126 3.6749 -2.7397
H -1.1168 3.3419 -2.0545
H -2.5522 3.2107 -1.0400
H -4.7074 1.3524 -3.2458
H -4.5906 0.8219 -1.5705
H -4.2727 -0.3143 -2.8833
H -2.0499 1.5442 -4.9584
H -1.5876 -0.0972 -4.5150
H -0.4925 1.2591 -4.1963
H -2.0250 -0.2393 -0.4133
H -0.3976 0.4066 -1.0582
O -0.3100 -2.0733 2.6676
C 0.2848 -0.9515 2.3512
N 0.3578 0.0646 3.1967
C 0.9889 1.2103 2.5292
C 1.2752 0.5744 1.1389
O 1.7869 1.1314 0.2084
N 0.8036 -0.7359 1.1464
C -0.0215 2.3273 2.2810
C 0.4441 3.5268 1.7464
C -0.4451 4.5427 1.4409
C -1.8061 4.3726 1.6649
C -2.2722 3.1787 2.1893
C -1.3833 2.1534 2.4926
C 2.2361 1.6512 3.2690
C 2.1063 2.4954 4.3682
C 3.2211 2.8495 5.1112
C 4.4741 2.3695 4.7562
C 4.6082 1.5337 3.6585
C 3.4924 1.1724 2.9167
H 0.2210 -0.0175 4.1916
H 1.5034 3.6598 1.5696
H -0.0749 5.4727 1.0304
H -2.4982 5.1718 1.4338
H -3.3299 3.0400 2.3719
H -1.7641 1.2259 2.8998
H 1.1326 2.8904 4.6334
H 3.1124 3.5077 5.9628
H 5.3455 2.6527 5.3312
H 5.5844 1.1652 3.3728
H 3.6135 0.5332 2.0512
S -2.7095 -2.9317 2.1696
C -1.1419 -2.5402 1.5811
```